1.
Computed, not measured: a 10-piece molecular cluster, C20H46F2O14 overall in a non-equilibrium geometry, with ωB97M-V/def2-TZVPD.

gap between HOMO and LUMO = 9.77 eV
E_HOMO = -9.5586 eV

Geometry (Å):
F (4.80, 8.54, -3.34)
F (4.32, 21.47, -3.77)
O (3.50, 14.01, 5.36)
O (4.29, 11.31, -3.17)
O (2.83, 18.36, -1.92)
O (13.40, 23.78, 4.85)
O (13.23, 10.84, 0.98)
O (14.28, 18.14, -0.22)
O (4.47, 9.90, -1.54)
O (10.13, 16.21, -6.79)
O (2.02, 20.46, -2.45)
O (3.35, 19.40, -3.85)
O (5.56, 11.86, -1.41)
O (3.27, 23.48, 4.69)
O (9.11, 17.32, 0.04)
O (13.54, 21.77, -3.52)
C (4.83, 11.08, -2.01)
C (4.63, 23.56, 2.84)
C (2.67, 19.29, -2.73)
C (3.30, 20.72, -4.28)
C (11.13, 14.09, -7.45)
C (12.87, 23.95, 3.55)
C (8.50, 18.60, 0.29)
C (11.31, 15.61, -7.32)
C (1.96, 21.20, -3.66)
C (4.26, 24.49, 5.07)
C (3.29, 10.33, -3.39)
C (3.88, 9.20, -2.59)
C (9.34, 15.09, -6.20)
C (15.25, 17.33, -0.88)
C (3.71, 22.62, 3.64)
C (12.15, 11.73, 0.67)
C (3.16, 14.41, 4.06)
C (12.54, 21.70, -4.51)
C (5.33, 24.28, 3.98)
C (10.24, 13.85, -6.21)
H (11.62, 15.96, -8.31)
H (11.79, 23.88, 3.61)
H (12.39, 12.76, 0.95)
H (1.13, 20.74, -4.20)
H (1.83, 22.28, -3.56)
H (12.09, 13.58, -7.47)
H (11.96, 11.81, -0.40)
H (2.32, 10.67, -3.01)
H (6.10, 23.62, 4.38)
H (3.95, 24.24, 2.33)
H (3.20, 8.41, -2.29)
H (12.18, 15.77, -6.68)
H (4.64, 24.37, 6.08)
H (8.00, 18.87, -0.64)
H (3.07, 10.08, -4.43)
H (2.29, 15.05, 4.22)
H (11.72, 21.14, -4.07)
H (13.25, 24.58, 5.36)
H (14.90, 17.24, -1.91)
H (12.21, 22.69, -4.83)
H (2.89, 13.56, 3.44)
H (8.46, 14.89, -6.81)
H (12.93, 21.19, -5.39)
H (2.81, 22.33, 3.10)
H (9.23, 19.38, 0.47)
H (13.95, 11.38, 0.64)
H (11.25, 11.39, 1.19)
H (13.04, 24.95, 3.15)
H (7.83, 18.57, 1.15)
H (13.46, 17.65, -0.08)
H (3.92, 15.06, 3.62)
H (10.88, 13.98, -5.34)
H (3.75, 25.46, 5.09)
H (9.69, 12.93, -6.40)
H (5.18, 23.06, 2.04)
H (4.42, 13.75, 5.42)
H (8.44, 16.63, 0.08)
H (16.23, 17.80, -0.83)
H (13.23, 23.17, 2.89)
H (13.40, 21.06, -2.88)
H (5.75, 25.23, 3.64)
H (3.35, 20.67, -5.37)
H (9.09, 15.41, -5.19)
H (15.33, 16.33, -0.46)
H (10.59, 13.85, -8.37)
H (4.28, 21.72, 3.88)

2.
Computed, not measured: C23H39AuN4SSi2 as an isolated structure in a non-equilibrium geometry, with ωB97M-V/def2-TZVPD.

energy relative to the best compared isomer or geometry (same formula, charge and spin) = 1.6003 eV
gap between HOMO and LUMO = 5.46 eV
E_HOMO = -5.7512 eV

Geometry (Å):
Au (-0.36, 0.03, 0.77)
S (0.47, -1.31, -1.70)
Si (-0.34, 0.05, 3.24)
Si (-1.59, -2.08, 1.01)
N (-0.88, -0.90, -3.90)
N (1.17, 0.23, -3.76)
N (2.06, 0.75, 0.77)
N (4.48, 0.26, 0.75)
C (1.97, 1.66, -5.52)
C (-0.71, 4.48, -0.37)
C (5.25, 0.43, 1.98)
C (-1.63, -1.24, 3.75)
C (-0.14, 3.05, -0.29)
C (-2.06, -1.30, 5.08)
C (-1.18, 2.08, 0.27)
C (0.28, -0.60, -3.20)
C (1.36, -0.41, 3.93)
C (0.95, 0.71, -4.97)
C (-3.55, -3.10, 4.55)
C (-3.12, -3.05, 3.23)
C (0.34, 2.62, -1.67)
C (-0.80, 1.72, 4.00)
C (5.07, -0.54, -0.31)
C (-3.11, -1.99, -0.11)
C (-0.20, 0.38, -5.72)
C (-1.12, -0.44, -5.15)
C (-2.16, -2.12, 2.82)
C (-2.40, -0.86, -5.79)
C (-3.01, -2.22, 5.48)
C (3.19, 0.52, 0.76)
C (-0.70, -3.73, 0.69)
H (-3.34, -2.26, 6.52)
H (-2.81, -1.84, -1.15)
H (-0.26, -3.74, -0.31)
H (0.72, 3.07, 0.39)
H (2.97, 1.33, -5.24)
H (-2.55, -1.93, -5.70)
H (-0.61, 1.72, 5.08)
H (1.68, -1.38, 3.55)
H (-2.40, -0.59, -6.85)
H (-1.59, 2.45, 1.21)
H (1.89, 1.73, -6.60)
H (-3.25, -0.36, -5.31)
H (0.86, 1.66, -1.61)
H (-1.39, -4.57, 0.77)
H (-3.75, -1.16, 0.18)
H (-0.21, 2.53, 3.55)
H (-4.29, -3.83, 4.85)
H (-1.00, 4.84, 0.62)
H (4.40, -0.57, -1.16)
H (6.02, -0.10, -0.61)
H (4.73, 1.12, 2.64)
H (2.10, 0.33, 3.65)
H (0.04, 5.17, -0.78)
H (0.10, -3.87, 1.41)
H (-3.55, -3.74, 2.51)
H (-0.34, 0.76, -6.72)
H (5.39, -0.52, 2.50)
H (1.03, 3.36, -2.09)
H (1.82, 2.65, -5.08)
H (-3.70, -2.91, -0.06)
H (-1.59, 4.50, -1.01)
H (-0.51, 2.52, -2.35)
H (-1.65, -0.62, 5.82)
H (-1.99, 1.92, -0.44)
H (1.33, -0.47, 5.02)
H (-1.53, -1.53, -3.46)
H (5.26, -1.57, 0.03)
H (-1.85, 1.95, 3.83)
H (6.23, 0.85, 1.73)

3.
Computed, not measured: C42H35BrF10N7O6P2S5Ti as an isolated structure in a non-equilibrium geometry, with ωB97M-V/def2-TZVPD.

spin multiplicity = 2
energy relative to the best compared isomer or geometry (same formula, charge and spin) = 2.2612 eV
gap between HOMO and LUMO (alpha / beta) = 6.41 / 6.70 eV
E_HOMO (alpha / beta) = -7.1898 / -7.1812 eV

Geometry (Å):
Br (-2.07, -1.79, -1.55)
Ti (0.26, -0.64, -0.56)
S (0.29, -0.20, 2.65)
S (-0.48, 6.93, -0.35)
S (3.30, -0.50, 2.71)
S (1.27, -4.51, 0.92)
S (-1.45, -2.87, 1.72)
P (-1.81, 0.94, 0.15)
P (0.84, -1.22, -3.85)
F (-4.61, 1.70, 1.36)
F (1.39, 0.07, -4.61)
F (2.33, -1.53, -3.32)
F (0.69, -0.19, -2.41)
F (-0.66, -0.77, -4.16)
F (-6.93, -2.21, 0.21)
F (0.30, -2.42, -2.91)
F (-4.76, -3.09, -1.17)
F (-6.82, 0.22, 1.46)
F (0.96, -2.16, -5.10)
O (1.59, 4.23, 2.55)
O (-2.28, -1.77, 2.15)
O (0.23, 8.16, -0.21)
O (-2.05, -3.81, 0.83)
O (2.47, 5.65, 1.15)
O (-0.42, 5.97, 0.71)
N (1.35, 4.13, -0.97)
N (0.75, 2.00, -0.78)
N (1.89, -0.17, 0.53)
N (-0.19, -2.15, 0.90)
N (1.85, -6.18, 5.32)
N (1.83, 4.63, 1.42)
N (1.50, -2.44, -0.60)
C (-1.94, 3.37, 4.05)
C (-2.36, 2.12, -1.18)
C (3.20, -0.12, 0.15)
C (-2.45, 2.55, -3.56)
C (-3.59, 4.00, -2.03)
C (5.04, 0.10, -1.36)
C (1.78, -0.31, 1.85)
C (-3.51, -1.20, -0.49)
C (-5.74, -0.26, 0.85)
C (0.78, -2.91, 0.40)
C (-3.16, 3.24, -0.96)
C (0.95, 3.00, -1.62)
C (-5.80, -1.50, 0.20)
C (2.46, -3.31, -0.99)
C (1.02, 2.49, 0.46)
C (-2.25, 7.29, -0.69)
C (5.49, -0.30, 0.97)
C (5.95, -0.10, -0.32)
C (-3.01, 7.16, 0.61)
C (-0.06, -5.96, 3.87)
C (-0.86, -5.17, 3.07)
C (-4.68, -1.95, -0.49)
C (-0.68, -3.79, 3.05)
C (-3.42, 0.03, 0.17)
C (1.40, 3.81, 0.37)
C (-1.92, 1.92, 1.68)
C (1.50, 5.44, -1.55)
C (-2.03, 1.78, -2.48)
C (-1.56, 3.98, 2.87)
C (4.13, -0.30, 1.19)
C (0.96, -5.40, 4.65)
C (0.25, -3.21, 3.90)
C (3.68, 0.11, -1.14)
C (0.14, 6.08, -1.87)
C (-2.32, 2.04, 4.05)
C (0.86, 2.96, -3.10)
C (-3.23, 3.67, -3.33)
C (-1.56, 3.26, 1.69)
C (-2.29, 1.30, 2.88)
C (1.06, -4.00, 4.69)
C (2.49, -4.48, -0.30)
C (-4.57, 0.48, 0.81)
H (2.09, 5.34, -2.46)
H (7.01, -0.09, -0.53)
H (2.98, 0.31, -1.95)
H (-1.25, 3.76, 0.79)
H (-1.62, -5.61, 2.44)
H (2.03, 6.06, -0.82)
H (0.07, 3.62, -3.46)
H (-3.48, 3.50, 0.04)
H (0.90, 1.93, 1.37)
H (1.68, -7.17, 5.40)
H (2.49, -5.76, 5.97)
H (-2.58, 6.58, -1.44)
H (-2.54, 0.25, 2.89)
H (6.17, -0.44, 1.79)
H (-3.59, 4.25, -4.16)
H (0.24, 6.85, -2.62)
H (3.10, -3.06, -1.81)
H (-1.42, 0.90, -2.67)
H (-0.19, -7.04, 3.87)
H (1.81, -3.54, 5.32)
H (-4.06, 7.41, 0.47)
H (-2.58, 7.82, 1.36)
H (0.33, -2.14, 3.94)
H (-2.28, 8.30, -1.09)
H (-2.94, 6.13, 0.97)
H (1.80, 3.28, -3.54)
H (-1.24, 5.01, 2.85)
H (-2.17, 2.26, -4.56)
H (-2.64, 1.56, 4.96)
H (5.41, 0.27, -2.36)
H (-0.61, 5.35, -2.15)
H (-4.21, 4.86, -1.86)
H (3.13, -5.32, -0.45)
H (-1.93, 3.93, 4.98)
H (0.66, 1.95, -3.44)

4.
Computed, not measured: C34H38As2BrN7O4V as an isolated structure in a non-equilibrium geometry, with ωB97M-V/def2-TZVPD.

spin multiplicity = 4
energy relative to the best compared isomer or geometry (same formula, charge and spin) = 1.2113 eV
gap between HOMO and LUMO (alpha / beta) = 7.28 / 8.16 eV
E_HOMO (alpha / beta) = -7.3568 / -8.4275 eV

Geometry (Å):
Br (2.61, 1.86, -2.56)
As (1.20, 3.88, 0.55)
As (-1.49, 2.53, -1.01)
V (0.21, 0.52, -0.77)
O (0.11, -4.74, -0.41)
O (-0.47, -0.86, -2.00)
O (0.52, 0.87, 1.09)
O (-4.44, -4.74, -1.32)
N (0.40, 0.86, 2.37)
N (-0.06, -2.51, 1.67)
N (-3.40, -2.37, -0.30)
N (-0.17, -0.30, 5.52)
N (-2.42, -0.23, 0.49)
N (1.39, -2.04, -1.11)
N (1.88, -0.80, -1.05)
C (-0.47, -5.68, -2.48)
C (-0.75, 4.46, 2.67)
C (-0.58, 3.92, 1.40)
C (-1.99, 4.46, 3.29)
C (3.12, -0.51, -1.09)
C (-3.08, 3.90, 2.64)
C (0.10, -0.27, 2.96)
C (-4.73, -2.38, -0.91)
C (1.43, 5.84, 0.43)
C (5.04, 0.93, 0.78)
C (-1.01, -4.30, -4.38)
C (-2.87, -1.24, 0.13)
C (4.95, -0.43, 2.77)
C (-2.93, 3.37, 1.37)
C (2.37, 3.60, 2.10)
C (4.40, 1.53, -0.41)
C (3.50, 0.90, -1.16)
C (6.99, 0.71, 2.19)
C (0.00, -1.52, 2.25)
C (-0.05, -0.27, 4.38)
C (-1.12, 4.01, -2.22)
C (-0.75, -3.17, -3.62)
C (-0.09, -2.05, -1.46)
C (-3.11, -4.71, -0.82)
C (-0.87, -5.56, -3.80)
C (-4.77, -3.51, -1.93)
C (-0.34, -3.28, -2.30)
C (4.33, 0.10, 1.65)
C (-0.22, -4.55, -1.72)
C (-3.34, 2.24, -1.54)
C (-2.97, -3.66, 0.26)
C (-1.69, 3.38, 0.73)
C (6.37, 1.24, 1.07)
C (6.28, -0.13, 3.04)
H (-0.86, -2.17, -4.02)
H (-3.92, 3.16, -1.45)
H (-0.38, -6.65, -2.01)
H (-1.33, -4.20, -5.41)
H (-2.90, -5.70, -0.41)
H (2.44, 6.06, 0.07)
H (-2.40, -4.51, -1.63)
H (3.89, -1.28, -1.13)
H (-3.60, -3.91, 1.12)
H (-4.05, 3.87, 3.12)
H (-3.33, 1.91, -2.58)
H (0.14, -3.91, 0.09)
H (3.35, 3.98, 1.83)
H (0.71, 6.24, -0.28)
H (8.02, 0.95, 2.40)
H (-1.77, 4.86, -2.01)
H (2.43, 2.54, 2.31)
H (6.76, -0.54, 3.92)
H (2.02, 4.12, 2.99)
H (1.28, 6.31, 1.40)
H (-0.08, 4.32, -2.14)
H (-1.30, 3.66, -3.24)
H (-4.07, -3.29, -2.75)
H (-3.78, 1.45, -0.93)
H (-1.07, -6.45, -4.39)
H (-3.79, 2.93, 0.88)
H (0.10, 4.89, 3.19)
H (3.29, -0.10, 1.46)
H (-0.60, -2.20, -0.50)
H (-5.78, -3.61, -2.33)
H (4.39, -1.07, 3.44)
H (-5.49, -2.53, -0.15)
H (-2.10, 4.87, 4.28)
H (-4.90, -1.42, -1.40)
H (1.98, -2.73, -1.55)
H (4.68, 2.54, -0.66)
H (6.92, 1.91, 0.42)
H (-1.94, -3.58, 0.61)

5.
Computed, not measured: C28H30Cl2N7O3PTi as an isolated structure, with ωB97M-V/def2-TZVPD.

spin multiplicity = 3
energy relative to the best compared isomer or geometry (same formula, charge and spin) = 0.0694 eV
gap between HOMO and LUMO (alpha / beta) = 6.24 / 6.95 eV
E_HOMO (alpha / beta) = -6.3024 / -7.0331 eV

Geometry (Å):
Ti (-0.06, 0.01, -0.73)
Cl (5.14, -4.76, -1.09)
Cl (6.40, -2.19, -2.49)
P (-0.24, -0.01, 1.81)
O (0.35, -4.25, -0.15)
O (3.17, 1.55, -2.94)
O (-1.40, 1.01, -2.22)
N (-0.26, -1.57, 4.10)
N (0.60, 2.23, -0.60)
N (1.90, 0.16, -1.57)
N (0.79, -2.01, -0.63)
N (-1.81, -1.50, -0.65)
N (-0.74, 0.81, 4.42)
N (1.55, 0.07, 3.93)
C (2.71, -0.99, -1.58)
C (-0.01, 3.27, -0.01)
C (-2.95, 2.14, -3.56)
C (-1.45, -2.75, -0.32)
C (-1.13, 1.07, 3.03)
C (-1.84, 1.62, -4.46)
C (4.22, -3.31, -1.30)
C (-1.06, -0.57, 4.80)
C (1.16, -1.28, 4.32)
C (0.03, -3.08, -0.36)
C (4.02, -1.03, -2.05)
C (-2.25, 2.17, -2.21)
C (2.14, -2.14, -0.99)
C (2.29, 1.32, -2.11)
C (-3.72, -3.40, -0.03)
C (1.77, 3.78, -1.99)
C (-2.37, -3.73, -0.01)
C (-4.10, -2.11, -0.37)
C (1.47, 0.24, 2.48)
C (2.91, -3.29, -0.85)
C (1.50, 2.49, -1.56)
C (4.77, -2.19, -1.90)
C (-1.17, 0.57, -3.59)
C (1.14, 4.84, -1.38)
C (-3.11, -1.19, -0.67)
C (0.69, 1.03, 4.62)
C (-0.58, -1.62, 2.67)
C (0.24, 4.58, -0.35)
H (0.94, 2.04, 4.30)
H (1.36, -1.40, 5.39)
H (0.02, -2.40, 2.20)
H (2.50, 3.90, -2.78)
H (-2.00, -4.71, 0.24)
H (-1.63, -1.90, 2.54)
H (-0.27, 5.38, 0.17)
H (-2.12, -0.76, 4.61)
H (-5.13, -1.81, -0.40)
H (-0.73, 3.02, 0.75)
H (-4.47, -4.15, 0.22)
H (-1.63, -0.42, -3.69)
H (4.45, -0.17, -2.52)
H (-3.79, 1.44, -3.54)
H (2.49, -4.17, -0.40)
H (1.80, 1.25, 2.20)
H (-0.87, -0.67, 5.87)
H (-0.09, 0.48, -3.74)
H (0.89, 0.94, 5.69)
H (-2.91, 2.09, -1.35)
H (1.76, -2.00, 3.77)
H (-2.20, 1.20, -5.40)
H (-1.13, 2.42, -4.69)
H (-1.64, 3.06, -2.11)
H (1.34, 5.86, -1.69)
H (-0.91, 2.12, 2.80)
H (-3.36, -0.17, -0.95)
H (-3.32, 3.12, -3.85)
H (-2.21, 0.93, 2.92)
H (2.13, -0.46, 1.98)

6.
Computed, not measured: the molecule C21H28N4O2 in a non-equilibrium geometry, with ωB97M-V/def2-TZVPD.

energy relative to the best compared isomer or geometry (same formula, charge and spin) = 1.9030 eV
gap between HOMO and LUMO = 7.83 eV
E_HOMO = -7.8803 eV

Geometry (Å):
O (2.81, -1.96, -1.86)
O (3.32, 1.03, 0.90)
N (-0.09, 0.06, 1.48)
N (-2.66, 1.82, 0.39)
N (-2.98, -2.93, -0.80)
N (-2.27, -0.63, 1.75)
C (0.30, -1.69, -0.65)
C (1.10, -0.01, 0.87)
C (-1.10, -0.69, 1.06)
C (2.07, -3.28, -3.65)
C (-1.90, 4.18, 0.90)
C (1.28, -0.91, -3.45)
C (2.08, 0.89, 1.43)
C (3.96, 1.95, 1.64)
C (-2.88, 1.02, -1.92)
C (-2.04, -2.35, -0.46)
C (-0.94, -1.60, -0.02)
C (-1.54, 2.73, 0.52)
C (1.94, 1.73, 2.51)
C (1.67, -2.17, -2.68)
C (-3.42, 1.96, -0.84)
C (2.68, -0.94, -0.89)
C (3.17, 2.41, 2.65)
C (-3.39, 1.55, 1.60)
C (0.51, -2.64, -1.79)
C (-2.62, 0.55, 2.49)
C (1.35, -0.89, -0.20)
H (-2.63, 4.60, 0.21)
H (-1.02, 2.74, -0.44)
H (0.75, -3.62, -1.38)
H (2.15, -0.50, -3.96)
H (-1.00, 4.79, 0.86)
H (1.07, 1.82, 3.12)
H (0.86, -0.15, -2.79)
H (-3.42, 1.17, -2.85)
H (-1.70, 0.98, 2.86)
H (1.22, -3.59, -4.25)
H (-3.38, 2.99, -1.21)
H (4.97, 2.18, 1.36)
H (3.42, 3.14, 3.39)
H (0.52, -1.16, -4.20)
H (-3.60, 2.45, 2.20)
H (-3.01, -0.02, -1.61)
H (-2.30, 4.23, 1.90)
H (2.45, -4.14, -3.10)
H (-3.25, 0.26, 3.34)
H (2.89, 0.04, -1.35)
H (-4.35, 1.10, 1.33)
H (-0.41, -2.73, -2.37)
H (3.48, -1.14, -0.17)
H (2.86, -2.92, -4.31)
H (-3.04, -1.12, 1.31)
H (-0.85, 2.33, 1.26)
H (-4.47, 1.72, -0.65)
H (-1.83, 1.20, -2.09)

7.
Computed, not measured: the molecule C4H6OS2 in a non-equilibrium geometry, with ωB97M-V/def2-TZVPD.

energy relative to the best compared isomer or geometry (same formula, charge and spin) = 1.6742 eV
gap between HOMO and LUMO = 8.51 eV
E_HOMO = -9.1149 eV

Geometry (Å):
S (1.50, 0.07, 2.44)
S (-1.17, 0.04, -2.15)
O (-0.12, -2.17, 0.64)
C (1.00, 0.08, 0.90)
C (0.34, -0.97, 0.02)
C (0.43, 1.20, 0.07)
C (-0.62, 0.16, -0.43)
H (-1.93, 1.15, -2.04)
H (1.09, 1.39, -0.80)
H (0.03, -2.10, 1.56)
H (0.06, 2.15, 0.48)
H (-1.51, 0.28, 0.18)
H (0.90, -1.27, -0.87)